Computed, not measured: 11 unconnected molecules or ions with the total composition C17H56N8O11 at a distorted geometry, with ωB97M-V with the def2-TZVPD basis set.

Each line ends with the Löwdin charge.
Atoms and positions in Å:
N  3.036  -0.511  -2.146  0.19
C  3.087  0.738  -2.513  -0.59
N  2.778  1.604  -1.568  0.10
O  3.248  1.153  -3.847  -0.14
H  3.007  -1.115  -2.925  0.11
H  2.961  -0.883  -1.195  0.09
H  2.754  2.612  -1.879  0.16
H  3.129  1.383  -0.597  0.03
N  -1.290  0.532  2.745  0.12
C  -0.431  0.140  3.682  -0.60
N  -0.702  0.768  4.796  0.15
O  0.478  -0.873  3.496  -0.09
H  -1.103  0.124  1.764  0.03
H  -1.861  1.417  2.797  0.12
H  -0.209  0.518  5.641  0.12
H  -1.196  1.670  4.744  0.13
N  6.034  0.436  1.582  0.15
C  4.749  0.346  1.198  -0.52
N  4.282  -0.864  1.340  0.18
O  4.014  1.314  0.574  -0.11
H  6.501  1.295  1.500  0.09
H  6.546  -0.217  2.241  0.15
H  3.351  -1.135  0.986  0.08
H  4.779  -1.651  1.796  0.14
N  0.416  0.545  -0.799  0.21
C  0.426  -0.353  0.083  -0.60
N  -0.756  -0.684  0.562  0.14
O  1.544  -1.047  0.416  -0.10
H  1.347  0.928  -1.132  0.08
H  -0.406  1.048  -0.807  0.04
H  -0.811  -1.606  1.117  0.12
H  -1.717  -0.376  0.219  0.11
C  -3.286  -2.503  0.730  -0.02
C  -2.191  -3.431  1.260  -0.50
C  -1.275  -4.052  0.158  0.00
O  -1.384  -2.885  2.109  -0.03
H  -2.897  -2.157  -0.222  0.05
H  -3.518  -1.641  1.293  0.06
H  -4.226  -2.923  0.592  0.07
H  -2.728  -4.246  1.836  0.16
H  -0.459  -3.445  -0.171  0.07
H  -1.809  -4.156  -0.734  0.04
H  -0.902  -5.043  0.331  0.08
H  -1.710  -2.608  2.924  0.10
C  -2.085  -0.883  -3.461  -0.01
C  -0.992  -1.753  -2.839  -0.65
C  -1.103  -3.126  -3.372  -0.03
O  0.131  -1.268  -3.086  0.03
H  -2.954  -0.947  -2.819  0.06
H  -2.380  -1.050  -4.512  0.10
H  -1.864  0.132  -3.392  0.04
H  -1.159  -1.845  -1.719  0.13
H  -1.964  -3.579  -3.025  0.05
H  -0.193  -3.679  -3.164  0.10
H  -1.285  -2.930  -4.398  0.07
H  0.432  -0.746  -2.365  0.04
C  -4.344  1.605  1.070  0.01
C  -3.541  1.364  -0.200  -0.62
C  -2.263  2.121  -0.255  -0.05
O  -3.285  0.189  -0.521  -0.02
H  -4.427  2.634  1.401  0.09
H  -3.834  0.937  1.777  0.08
H  -5.269  1.184  0.917  0.05
H  -4.054  1.778  -1.107  0.16
H  -1.700  2.110  -1.221  0.10
H  -1.587  1.919  0.492  0.02
H  -2.586  3.148  -0.199  0.10
H  -4.001  -0.252  -0.948  0.12
C  1.985  -3.857  2.226  -0.16
O  1.410  -3.509  3.477  -0.14
H  1.593  -3.288  1.385  0.05
H  1.737  -4.896  2.106  0.07
H  3.014  -3.666  2.249  0.04
H  0.675  -2.905  3.252  0.02
C  0.513  4.588  0.139  -0.15
O  0.492  5.362  -1.051  -0.10
H  1.373  4.032  0.167  0.02
H  -0.248  3.823  0.214  0.06
H  0.522  5.144  1.034  0.08
H  -0.442  5.436  -1.362  0.10
C  0.204  2.483  -3.602  -0.17
O  1.065  3.110  -4.571  -0.12
H  0.229  1.379  -3.568  0.06
H  -0.820  2.735  -3.950  0.08
H  0.434  2.782  -2.584  0.05
H  0.807  2.843  -5.461  0.08
C  1.631  2.137  1.820  -0.22
O  1.660  2.964  2.908  -0.07
H  0.613  1.962  1.547  0.05
H  1.972  1.123  2.024  0.08
H  2.174  2.500  0.992  0.04
H  2.100  2.457  3.592  0.09

Cartesian forces, eV/Å:
N 0.519 -2.202 0.368
C 0.546 3.272 -7.911
N -0.369 3.457 0.762
O -0.709 -2.574 6.745
H 0.221 -1.031 -0.562
H -0.342 0.540 -0.502
H 0.397 -1.728 0.466
H 0.067 0.337 -0.671
N -1.201 0.890 -2.963
C 3.000 -4.727 -1.953
N 0.506 1.453 3.325
O -4.425 4.900 1.201
H -0.113 0.932 1.920
H 1.163 -1.614 0.338
H 0.032 0.259 -0.178
H 0.569 -1.038 0.347
N 1.623 -0.230 1.485
C -2.306 2.878 -2.881
N -1.850 -3.202 0.343
O 4.634 -3.865 3.749
H 0.299 1.255 -0.227
H -1.582 0.929 -1.403
H 0.216 0.772 0.440
H -0.258 1.305 -0.542
N 2.666 2.334 -2.852
C 5.151 -5.961 2.574
N -3.067 -3.179 1.441
O -4.148 2.505 -1.223
H -0.958 0.400 0.122
H -1.456 1.480 -0.731
H 0.451 1.782 -0.672
H 2.003 -0.538 -0.341
C 1.879 0.129 -1.307
C -3.541 -4.237 -1.843
C -1.079 0.064 0.441
O 5.264 2.358 1.670
H -0.395 0.245 -0.357
H 0.374 1.014 1.194
H -1.518 -1.449 -0.491
H 0.302 0.112 -1.028
H 0.717 0.797 0.485
H -1.324 -0.249 -1.461
H 0.233 -0.382 0.806
H -1.160 0.706 2.077
C -1.635 -0.874 0.436
C -7.081 -2.123 2.599
C 1.029 0.271 -0.647
O 7.981 2.358 -2.379
H -0.765 -0.373 -0.182
H 0.357 -0.415 0.437
H 0.913 1.892 0.126
H -0.220 0.397 -0.773
H -1.701 -1.299 0.912
H -0.068 -0.282 -0.133
H 0.407 -0.690 -1.452
H 0.747 0.972 0.664
C 2.391 -0.595 0.109
C -1.872 8.944 -1.164
C -0.457 2.281 -1.887
O 2.044 -9.185 -0.940
H 0.160 0.020 -0.009
H -0.191 0.488 0.549
H -2.475 -0.764 -0.166
H -0.559 0.632 0.800
H -0.908 -0.412 0.384
H 1.484 -0.400 2.094
H 0.367 0.708 0.421
H -0.678 -0.765 -0.304
C -1.756 -0.111 0.347
O -0.631 0.732 -0.401
H -0.252 0.128 0.058
H 0.447 -0.714 -0.613
H 1.785 -0.074 0.113
H 0.640 -0.052 0.556
C -1.262 0.165 -0.826
O -1.430 -0.041 -0.252
H 2.385 -1.039 -0.302
H -0.676 0.052 -0.212
H -0.292 1.114 1.043
H 1.245 0.004 0.402
C -0.698 -0.398 -1.723
O -0.067 -0.182 0.971
H 0.481 0.230 -0.452
H 0.089 0.002 0.981
H 0.040 0.751 -0.167
H 0.017 -0.202 0.341
C -0.707 -2.096 -0.585
O 0.338 0.968 1.781
H -1.015 0.200 -0.536
H 0.367 0.023 0.150
H 0.607 0.501 -0.688
H 0.045 0.351 0.320

Values from the calculation:
**SMILES string**: NC(N)=O.NC(N)=O.NC(N)=O.NC(N)=O.CC(C)O.CC(C)O.CC(C)O.CO.CO.CO.CO
**Charge**: 0
**E_LUMO**: 0.014 eV
**Orbital gap**: 8.2 eV
**HOMO energy**: -8.22 eV
**ΔE to the lowest compared entry with this formula, charge and spin**: 9.100 eV

=====

Computed, not measured: a molecular structure, C11H20AsN3O7RhS3, with ωB97M-V with the def2-TZVPD basis set.

Each line ends with the Löwdin charge.
Atoms and positions in Å:
Rh  1.057  -0.440  -1.790  0.89
N  1.514  -2.430  -2.895  -0.02
N  2.502  -2.222  -3.865  -0.05
C  2.854  -0.996  -4.281  -0.80
N  3.818  -0.938  -5.198  0.12
S  2.141  0.453  -3.746  0.69
H  1.920  -2.941  -2.116  0.10
H  0.740  -2.946  -3.300  0.13
H  3.015  -3.028  -4.189  0.16
H  4.271  -1.756  -5.571  0.12
H  4.128  -0.034  -5.513  0.11
O  -0.067  3.603  0.813  -0.36
As  1.264  2.490  0.396  1.25
O  -2.343  1.364  -0.264  -0.31
O  0.355  1.365  -0.639  -0.69
C  1.173  1.569  2.104  -0.31
C  0.479  2.063  3.202  -0.09
C  0.514  1.375  4.407  -0.08
C  1.255  0.206  4.518  -0.06
C  1.981  -0.276  3.438  -0.01
C  1.941  0.418  2.239  -0.38
S  2.428  -1.526  0.543  0.82
O  2.687  0.034  1.142  -0.30
O  0.938  -1.568  0.410  -0.52
O  2.954  -1.302  -0.845  -0.54
H  -0.062  4.371  0.232  0.03
H  -0.089  2.979  3.105  0.10
H  -0.029  1.756  5.261  0.11
H  1.288  -0.324  5.461  0.11
H  2.590  -1.167  3.527  0.12
C  -2.305  -0.364  2.438  -0.09
C  -2.139  -0.960  1.049  -0.31
S  -1.317  0.182  -0.081  0.92
O  -1.176  -0.593  -1.336  -0.48
C  -3.777  1.147  -0.473  -0.22
C  -4.082  0.484  -1.795  -0.06
H  -2.754  -1.109  3.093  0.09
H  -2.943  0.520  2.437  0.08
H  -1.338  -0.084  2.857  0.06
H  -3.076  -1.294  0.599  0.10
H  -1.450  -1.806  1.062  0.09
H  -4.174  2.158  -0.431  0.13
H  -4.163  0.589  0.379  0.11
H  -3.626  1.037  -2.615  0.09
H  -5.164  0.486  -1.938  0.09
H  -3.732  -0.546  -1.830  0.07

Cartesian forces, eV/Å:
Rh -0.104 0.147 0.285
N -0.015 -0.106 -0.184
N -0.011 -0.001 -0.024
C 0.009 0.018 -0.030
N 0.016 -0.013 -0.003
S -0.067 -0.016 0.006
H -0.002 0.031 0.020
H -0.009 0.010 0.010
H 0.003 -0.001 -0.004
H 0.002 0.002 0.001
H 0.001 -0.001 -0.005
O 0.095 -0.001 0.020
As -0.114 0.144 0.119
O -0.002 -0.156 0.051
O 0.348 0.092 -0.249
C 0.109 -0.061 -0.080
C -0.028 0.029 -0.001
C -0.015 -0.002 0.016
C 0.002 0.010 0.003
C 0.033 -0.024 -0.055
C -0.050 0.042 0.114
S -0.107 -0.039 0.219
O -0.026 -0.059 -0.120
O 0.221 0.068 -0.106
O -0.012 -0.019 0.057
H -0.021 0.026 -0.017
H 0.004 -0.006 0.001
H 0.000 -0.002 -0.006
H 0.001 -0.004 -0.004
H -0.005 0.005 0.018
C 0.041 0.052 -0.064
C -0.123 -0.169 0.241
S -0.250 0.184 0.420
O 0.011 -0.309 -0.455
C 0.086 -0.007 -0.039
C -0.051 -0.002 0.042
H -0.012 0.009 -0.001
H -0.012 -0.004 -0.013
H 0.004 -0.007 -0.003
H 0.036 0.080 -0.105
H 0.052 0.047 -0.068
H 0.002 0.006 0.019
H -0.061 -0.001 -0.007
H 0.010 -0.003 -0.006
H 0.006 -0.005 -0.010
H 0.004 0.015 -0.004

Values from the calculation:
**Charge**: +1
**E_LUMO (spin up / spin down)**: -2.307 / -4.706 eV
**2S+1**: 5
**Orbital gap (spin up / spin down)**: 8.9 / 6.7 eV
**HOMO energy (spin up / spin down)**: -11.18 / -11.43 eV
**ΔE to the lowest compared entry with this formula, charge and spin**: 0.135 eV
**⟨S²⟩**: 6.0156